Here is a cluster of 8 separate species, C21H49ClN7O11 in total in a non-equilibrium geometry from the OMol25 dataset. Energies are from ωB97M-V/def2-TZVPD.

Each line ends with the Löwdin charge.
Element x y z (Å)
Cl: 17.09132 11.63478 -4.84072  0.6410
O: 16.20361 10.77200 -4.10068  -0.3565
O: 16.38316 12.50455 -5.73653  -0.3410
O: 21.19180 16.13480 -4.64586  0.0332
O: 10.39384 11.07030 -5.95017  0.0451
O: 11.84102 9.49603 -1.46864  0.0448
O: 21.42529 7.17538 -4.40935  0.0321
O: 17.90105 12.44729 -3.94887  -0.3729
O: 18.30178 16.51958 -8.76941  0.0205
O: 15.32792 8.29120 -9.38569  0.0176
O: 18.00543 10.77788 -5.57746  -0.3790
O: 19.17282 9.08010 -0.14406  0.0198
N: 22.86646 14.63609 -4.53869  -0.0054
N: 20.53272 8.45086 -6.04224  0.0014
N: 11.67918 12.88006 -6.39165  -0.0004
N: 15.45908 9.38821 -7.41979  0.0305
N: 18.36636 10.69871 -1.50216  0.0152
N: 18.43581 16.63638 -6.50711  0.0156
N: 13.37468 7.95166 -0.87349  -0.0096
C: 18.06538 15.26376 -6.22585  -0.0504
C: 17.25898 9.67711 -9.00636  0.0114
C: 13.19100 8.07043 0.55186  -0.0858
C: 17.84468 8.39769 -2.00261  0.0039
C: 14.28868 8.81408 -6.81049  -0.0663
C: 13.47492 8.93787 -3.10618  -0.0084
C: 20.65357 13.95538 -3.82504  -0.0192
C: 23.85011 15.61706 -4.97719  -0.0771
C: 18.89990 18.61323 -7.81932  -0.0122
C: 18.99362 11.82374 -0.84817  -0.0690
C: 21.56236 14.99894 -4.39089  -0.5450
C: 18.50573 17.15640 -7.74647  -0.5683
C: 10.55703 12.12175 -6.53750  -0.5633
C: 15.93479 9.02526 -8.61614  -0.5567
C: 12.80765 8.81619 -1.76438  -0.5542
C: 21.41688 9.55916 -4.08707  0.0056
C: 12.84642 12.42712 -5.67238  -0.0652
C: 21.11318 8.27390 -4.83861  -0.5601
C: 9.56661 12.63454 -7.55890  -0.0131
C: 18.49495 9.41657 -1.10530  -0.5602
C: 20.06493 7.41162 -6.92343  -0.0741
H: 22.20614 9.34616 -3.37480  0.0813
H: 14.12918 7.77854 -7.11418  0.0873
H: 13.66793 7.23004 1.04508  0.0792
H: 12.76533 8.89412 -3.92517  0.0831
H: 18.17433 19.23378 -8.33780  0.0771
H: 17.13183 10.15136 -9.97507  0.0801
H: 18.02449 8.90409 -9.03802  0.0651
H: 8.54092 12.37490 -7.31841  0.0759
H: 19.17519 19.01327 -6.84020  0.0689
H: 13.70605 12.94274 -6.09579  0.0764
H: 21.67456 10.35063 -4.79505  0.0721
H: 17.54711 10.41859 -8.26013  0.0608
H: 20.53233 9.94951 -3.57592  0.0707
H: 19.90656 14.18987 -3.06783  0.0862
H: 17.29573 15.20697 -5.45688  0.0851
H: 13.02146 11.36742 -5.86021  0.0650
H: 14.03518 7.29091 -1.23859  0.1177
H: 18.91228 14.76444 -5.75234  0.0549
H: 14.30731 8.24482 -3.25569  0.0691
H: 13.37224 9.35693 -7.06119  0.0813
H: 21.23799 13.18031 -3.30876  0.0722
H: 17.90587 10.91046 -2.37371  0.0738
H: 20.78941 6.59771 -6.96783  0.0820
H: 18.29547 12.65973 -0.90609  0.0835
H: 13.97827 9.90843 -3.07203  0.0803
H: 9.60482 13.70911 -7.75184  0.0686
H: 19.20313 11.59717 0.19276  0.0791
H: 24.83047 15.20876 -4.72890  0.0783
H: 20.07233 13.44706 -4.59688  0.0619
H: 23.09915 13.66025 -4.59339  0.1263
H: 17.81226 14.74075 -7.13845  0.0868
H: 15.93235 10.08256 -6.86843  0.0875
H: 19.80998 18.70116 -8.41989  0.0803
H: 9.86200 12.16154 -8.50034  0.0868
H: 20.20855 9.37635 -6.27691  0.1158
H: 12.12617 8.02495 0.80396  0.0794
H: 14.37191 8.77131 -5.72603  0.0583
H: 11.64513 13.83136 -6.71052  0.1237
H: 18.25433 7.42238 -1.74687  0.0809
H: 18.76135 17.21367 -5.75196  0.1201
H: 13.51360 9.05125 0.90438  0.0869
H: 16.75915 8.33183 -1.90960  0.0665
H: 23.71983 16.52259 -4.39343  0.0815
H: 20.02951 7.79792 -7.94044  0.0717
H: 12.79961 12.51363 -4.58611  0.0912
H: 19.09327 7.03242 -6.60517  0.0890
H: 19.91772 12.12153 -1.35022  0.0681
H: 23.78684 15.80064 -6.04831  0.0833
H: 18.06351 8.58441 -3.05666  0.0747

## Properties
- DFT total energy (eV) = -68046.459
- HOMO energy (Eh) = -0.263
- charge = -1
- max |F| (eV/A) = 1.8

Here is a structure of composition C21H50AgCl6O13P3 in a non-equilibrium geometry from the OMol25 dataset. Energies are from ωB97M-V/def2-TZVPD.

Each line ends with the Löwdin charge.
Element x y z (Å)
Ag: -2.11307 -3.88671 -0.55642  0.8322
Cl: -6.08885 0.57366 -0.88629  0.5528
Cl: 4.17162 1.73941 0.98545  0.5278
Cl: -3.33372 1.31931 -1.54798  0.5707
Cl: -4.33937 1.79725 1.19057  0.5337
Cl: 3.05108 0.76399 -1.62266  0.5229
Cl: 4.97686 -0.75659 -0.15767  0.5706
P: -0.32247 -5.39177 2.22426  0.5388
P: 0.75550 2.42051 3.84900  0.4600
P: 0.14292 2.05951 -6.79893  0.5953
O: -0.18175 1.09073 3.88436  -0.2356
O: 2.21538 2.10933 3.91375  -0.2624
O: 0.32268 3.15154 2.46612  -0.2021
O: 0.16692 3.31582 5.04750  -0.1809
O: 1.15915 3.35720 -6.74781  -0.0486
O: -0.03082 -6.95103 1.86063  -0.1866
O: 1.17867 -4.79706 2.30521  -0.1373
O: 0.42869 1.35519 -5.34754  -0.0790
O: 0.15270 1.19584 -8.02158  -0.1584
O: -1.25027 -4.65119 1.30612  -0.3426
O: -1.35917 -1.81717 0.10792  -0.1188
O: -0.79176 -5.52590 3.78959  -0.1805
O: -1.31942 2.73766 -6.43771  -0.1595
C: 0.46179 4.68939 5.17068  -0.2747
C: 1.11912 -8.27452 0.14225  -0.0526
C: -0.17153 -7.55513 0.56566  -0.2540
C: 3.01156 4.65363 -7.55778  -0.0179
C: -0.57404 -0.60465 0.06829  -0.0980
C: -2.25939 -6.20184 5.53382  -0.0586
C: 2.52456 -2.78065 1.83356  -0.0719
C: 0.56084 2.16394 -4.18377  -0.2387
C: -1.04605 3.59722 2.16695  -0.2223
C: 3.60688 0.29142 0.01981  -1.4880
C: -1.39173 3.70016 0.66011  -0.0873
C: 1.27248 -3.34056 2.41799  -0.2759
C: 0.03072 1.45326 -2.92547  -0.0900
C: 1.80381 4.81444 5.91998  -0.0636
C: -0.00920 0.04852 4.87180  -0.2225
C: -1.27808 -0.86263 4.71072  -0.0499
C: -1.76939 4.70082 -7.66107  -0.0546
C: -1.73008 -6.55199 4.16471  -0.2664
C: 2.52217 3.26090 -7.15051  -0.1820
C: -4.41648 0.75225 -0.29625  -1.4966
C: -2.07503 3.23305 -7.51198  -0.2629
H: -1.41782 -1.26618 3.70786  0.0537
H: 1.31195 -9.02767 0.90624  0.0805
H: -0.35349 5.09249 5.77145  0.1215
H: -1.76017 2.99550 2.72915  0.1003
H: -0.78182 4.93969 -8.05572  0.0753
H: 0.35311 0.41307 -2.87907  0.0628
H: 2.34116 5.13267 -8.27135  0.0973
H: -1.45281 2.70272 0.22480  0.0126
H: -1.08262 -8.15103 0.61984  0.1261
H: 0.09747 0.52894 5.84438  0.1232
H: 1.03612 -8.90801 -0.74087  0.0853
H: 0.37407 -2.76761 2.18845  0.0932
H: -0.69209 -0.00303 0.96952  0.1072
H: -1.05235 1.37223 -3.01768  0.0390
H: 3.06871 3.01139 -6.24104  0.1638
H: -3.12769 -6.80388 5.80158  0.0861
H: -1.83955 2.69336 -8.42925  0.1202
H: -3.10659 3.05292 -7.20942  0.1403
H: -2.52139 -6.70546 3.43097  0.1187
H: 0.51225 -0.68507 0.02826  0.0784
H: 2.31769 -2.61428 0.77639  0.0630
H: 4.02101 4.65270 -7.96901  0.1030
H: -1.08022 4.59134 2.61266  0.1085
H: 1.32380 -3.00047 3.45231  0.1148
H: 0.00218 3.09808 -4.24202  0.1291
H: 1.60251 2.47719 -4.11378  0.1266
H: 0.90921 -0.48890 4.63559  0.1048
H: 2.55788 4.32691 5.30208  0.0657
H: -1.89459 5.20790 -6.70435  0.0902
H: 3.42980 -3.38187 1.91825  0.1023
H: -2.47310 5.22830 -8.30500  0.0946
H: 0.48078 1.88411 -2.03109  0.0630
H: -4.07478 -0.23812 0.00459  -0.0037
H: 2.78743 -0.20348 0.54104  -0.0237
H: 0.54730 5.34089 4.30100  0.1154
H: 1.94309 -7.56171 0.10921  0.0836
H: -2.21129 -0.38469 5.00870  0.0793
H: 2.57053 -1.76672 2.23097  0.0813
H: -2.30271 4.26038 0.44946  0.0775
H: 1.80412 4.36691 6.91387  0.0822
H: -0.88532 -0.03074 -0.80454  0.0283
H: -1.13503 -7.46511 4.14922  0.1195
H: 2.78234 2.50379 -7.89024  0.1487
H: -1.55428 -6.46601 6.32195  0.0845
H: -0.63263 4.14500 0.01669  0.0724
H: 2.09947 5.85470 6.05617  0.0792
H: -2.48019 -5.13622 5.59557  0.0818
H: 3.11362 5.24562 -6.64826  0.0940
H: -0.95564 -1.67176 5.36603  0.0733
H: -0.30397 -6.78722 -0.19649  0.0909

## Properties
- multiplicity = 3
- DFT total energy (eV) = -156190.924
- HOMO energy (spin up / spin down) (Eh) = -0.501 / -0.501
- charge = +2
- max |F| (eV/A) = 4.3